{
  "formula": "C3H53BeO24",
  "method": "ωB97M-V/def2-TZVPD",
  "elements": ["Be", "C", "C", "C", "O", "H", "H", "H", "H", "H", "H", "H", "O", "H", "H", "O", "H", "H", "O", "H", "H", "O", "H", "H", "O", "H", "H", "O", "H", "H", "O", "H", "H", "O", "H", "H", "O", "H", "H", "O", "H", "H", "O", "H", "H", "O", "H", "H", "O", "H", "H", "O", "H", "H", "O", "H", "H", "O", "H", "H", "O", "H", "H", "O", "H", "H", "O", "H", "H", "O", "H", "H", "O", "H", "H", "O", "H", "H", "O", "H", "H"],
  "coordinates": [[3.59600, -7.26100, -9.81200], [4.89400, -8.93000, -6.87200], [4.15000, -9.45500, -8.13400], [2.70800, -9.66000, -7.84700], [4.32300, -8.51800, -9.17900], [4.47700, -8.02600, -6.51900], [5.95600, -8.73700, -7.13800], [4.73200, -9.68600, -6.13100], [4.57000, -10.45300, -8.47300], [2.55400, -10.38200, -7.05400], [2.20200, -9.89900, -8.76800], [2.39000, -8.72900, -7.52600], [0.03300, -9.30800, -5.94400], [-0.60200, -9.24800, -5.20500], [0.82900, -9.24900, -5.49600], [4.83400, -10.94300, -3.75400], [4.55900, -11.49800, -2.99800], [5.01300, -11.47800, -4.54500], [4.49400, -6.49300, -11.06200], [4.02500, -5.92400, -11.73000], [5.28600, -6.77800, -11.48400], [1.78700, -13.30200, -4.96900], [1.19400, -13.25900, -4.21400], [2.04400, -12.39900, -5.20700], [6.93800, -9.87400, -9.50800], [6.95500, -10.59400, -8.87100], [6.19200, -9.34400, -9.30400], [2.70100, -11.33400, -10.76400], [2.24900, -12.18800, -10.87200], [3.53300, -11.49700, -10.36000], [6.94300, -11.89700, -7.59000], [7.36700, -11.20800, -6.99600], [6.13700, -12.15700, -7.13600], [4.90600, -12.63900, -5.91700], [4.11700, -12.55400, -6.43200], [4.80000, -13.47800, -5.50700], [8.25300, -10.02600, -6.28900], [8.59800, -9.16400, -6.15900], [9.06300, -10.55300, -6.31300], [9.16500, -8.79300, -8.67500], [8.75700, -8.46900, -7.88500], [8.50000, -9.24000, -9.13700], [2.68100, -12.85200, -7.79900], [1.94900, -12.25900, -7.85700], [2.30100, -13.57500, -7.26500], [-0.61600, -9.17500, -8.46000], [-0.60300, -8.18800, -8.62000], [-0.49300, -9.25500, -7.54400], [8.87500, -7.41100, -6.33200], [9.32200, -6.95000, -5.61800], [7.98800, -7.03700, -6.30100], [2.56600, -7.72400, -4.61100], [1.81400, -7.38400, -4.17100], [2.44200, -8.58600, -4.33700], [4.82500, -6.46100, -4.24400], [3.98000, -6.92400, -4.32700], [5.09600, -6.36800, -5.18400], [1.69900, -6.33200, -6.63400], [1.97600, -6.92900, -5.93400], [0.84700, -6.49300, -7.00600], [3.75100, -6.02600, -8.46300], [3.05300, -6.02600, -7.77300], [4.36100, -5.34000, -8.27700], [0.19600, -11.88800, -8.21400], [0.18000, -10.96000, -8.39300], [-0.47800, -12.36000, -8.66200], [5.32700, -12.43600, -10.00100], [5.70100, -12.42200, -9.14600], [4.84500, -13.28300, -9.97400], [0.75500, -9.35200, -11.28500], [1.08100, -9.10400, -12.15500], [1.32200, -10.07300, -10.97000], [2.07200, -10.57600, -4.34500], [1.71200, -10.76700, -3.50500], [3.01800, -10.85100, -4.37000], [6.37800, -5.94200, -6.45000], [6.62500, -6.04500, -7.35800], [6.64900, -5.00800, -6.27000], [2.02500, -7.33100, -10.08700], [1.33100, -7.82900, -10.48200], [1.73200, -6.40000, -10.01300]],
  "atomic_forces_ev_per_a": [[2.3370, -2.4004, 2.1660], [0.4523, -1.2036, -2.0075], [1.3333, 0.0144, -0.2622], [0.3933, -0.8363, -0.3316], [-0.4592, 1.1270, -1.4471], [-0.6622, 1.0458, 0.2280], [-0.5572, -0.4748, 0.5363], [0.6008, -0.3540, 0.8306], [-0.0763, 1.0728, 0.4250], [-0.1918, -0.2517, 0.0075], [-0.3563, -0.4282, -0.0964], [-1.2307, 1.9172, 0.8161], [-3.0567, 0.3052, 0.1602], [-0.0293, -0.1721, -0.7097], [2.9666, -0.2427, 0.9511], [-0.8428, 0.3704, 0.5949], [0.5830, 0.0727, -0.8046], [0.1654, -0.5472, 0.2655], [-2.1927, 1.4258, -0.4882], [0.6365, -0.7620, 0.9336], [1.2571, -0.8572, -0.2798], [0.4583, -0.3578, -0.3386], [-0.0027, 0.1632, -0.1207], [-0.6155, -0.1932, 0.3198], [1.0215, -0.4651, -0.9563], [-0.1474, -0.4963, 0.2606], [-1.3458, 0.8436, 0.1330], [-2.2239, 0.1035, -0.9656], [0.4774, 0.3665, 0.2043], [1.6942, -0.4384, 0.6915], [0.5666, 0.6628, 0.1991], [-0.6509, -0.6729, -0.7577], [0.0221, -0.1589, 0.4511], [0.7434, 0.9170, 0.3208], [-1.3246, 0.2118, -1.2231], [0.1065, -1.3264, 0.6530], [0.0336, -2.0693, 0.4727], [0.2687, 1.8544, 0.3125], [-0.0994, -0.1224, -0.1239], [2.6630, 1.3002, 0.3695], [-0.0415, 0.1937, 0.2447], [-1.8433, -1.1355, -1.2214], [1.3884, -1.3894, 0.9405], [-1.2919, 0.7843, -0.4713], [0.1686, 0.2030, -0.3211], [-0.3635, 2.0827, -2.9419], [-0.1214, -1.8914, 0.1322], [0.3234, -0.1208, 2.3952], [-0.0045, 0.3858, 0.3599], [0.3332, -0.0606, 0.0943], [-0.3360, 0.0618, 0.1933], [0.0035, 1.8068, -0.9908], [-1.2720, 1.6919, 1.0280], [0.6154, -4.0711, 0.5281], [0.2018, 0.3137, -1.0205], [0.4105, 0.1202, 0.3785], [0.0398, -0.0863, 1.0425], [1.1611, 1.6059, -0.9772], [-0.2210, -0.7428, 0.0403], [-0.7956, -0.6094, 0.1698], [-1.5627, -0.7930, -1.0077], [-0.2048, -0.1842, 0.3878], [0.9530, 0.9595, 0.1828], [1.4276, -0.5706, 1.2809], [-0.6325, 0.9633, -0.6500], [-1.0172, -0.2103, -0.7543], [-1.5829, -0.8689, -1.4559], [1.2398, 0.4302, 1.6042], [0.2316, 0.3585, -0.2880], [-0.3084, 1.0032, 0.1479], [0.0341, -0.4476, -0.1937], [0.4849, -0.2362, -0.0537], [0.6863, 0.8223, -1.8600], [-0.3050, -0.5425, 1.5568], [-0.0425, 0.4327, 0.7211], [0.3380, 1.6161, 0.4740], [0.1406, -0.3888, -1.1368], [-0.3024, -1.0051, 0.1707], [1.0031, 3.5501, 1.0295], [-1.3627, -2.4264, -1.1429], [-0.2879, -0.5485, -0.0058]],
  "mulliken_charge": [0.209, 0.729, 2.579, 0.427, -1.151, -0.605, -0.254, -0.190, -0.794, -0.196, -0.487, 0.089, -0.596, 0.232, 0.166, -0.717, 0.297, 0.449, -0.237, 0.317, 0.345, -0.662, 0.251, 0.391, -0.811, 0.522, 0.262, -0.601, 0.276, 0.221, -0.871, 0.314, 0.525, -0.738, 0.356, 0.284, -0.622, 0.317, 0.300, -0.704, 0.283, 0.504, -0.617, 0.298, 0.308, -0.597, 0.264, 0.346, -0.749, 0.315, 0.404, -0.713, 0.380, 0.177, -0.693, 0.596, 0.319, -0.706, 0.382, 0.277, -0.230, 0.300, 0.269, -0.621, 0.272, 0.246, -0.661, 0.246, 0.321, -0.746, 0.305, 0.368, -0.605, 0.199, 0.347, -0.661, 0.328, 0.219, -0.007, 0.324, 0.385],
  "charge": 1,
  "homo_ev": -11.52,
  "total_energy_ev": -53511.6940,
  "lumo_ev": -3.379
}